Formula: C55H121Br2N11O2
Source: the Open Molecules 2025 dataset
Level of theory: ωB97M-V/def2-TZVPD

Last column: Mulliken charge in e.
Positions of all 191 atoms, in Å:
C -6.93 0.03 -1.31  -1.149
C -6.00 0.94 -2.13  0.058
N -5.27 0.27 -3.16  0.487
C -4.63 -0.95 -3.13  -0.395
C -3.96 -1.18 -4.37  -0.661
N -4.29 -0.11 -5.17  0.164
C -5.22 0.67 -4.40  -0.354
C -3.84 0.08 -6.53  -0.837
H -7.66 -0.43 -1.98  0.384
H -7.55 0.43 -0.51  0.427
H -6.41 -0.74 -0.74  0.070
H -5.28 1.38 -1.44  -0.010
H -6.58 1.71 -2.64  0.369
H -4.57 -1.52 -2.22  0.409
H -3.39 -1.96 -4.85  0.542
H -5.67 1.54 -4.86  0.382
H -2.81 -0.27 -6.53  0.376
H -3.93 1.08 -6.95  0.343
H -4.37 -0.66 -7.15  0.375
C 5.61 0.70 0.72  -0.201
C 4.91 0.53 2.12  -0.435
N 4.70 -0.89 2.47  0.500
C 3.42 -1.52 2.75  -0.298
C 3.78 -2.89 3.12  -0.869
N 5.20 -2.93 3.24  0.122
C 5.74 -1.75 2.78  -0.113
C 6.01 -4.13 3.42  -0.929
H 6.60 0.24 0.68  0.458
H 5.55 1.75 0.43  -0.144
H 5.07 0.23 -0.10  -0.251
H 3.97 1.07 2.22  -0.039
H 5.54 0.93 2.91  0.423
H 2.50 -0.98 2.65  0.557
H 3.25 -3.77 3.46  0.479
H 6.80 -1.52 2.68  0.400
H 7.07 -4.03 3.16  0.351
H 5.71 -4.94 2.76  0.369
H 6.05 -4.37 4.48  0.362
C 7.63 3.37 2.73  -1.173
C 6.86 4.51 1.99  -0.578
N 5.44 4.55 2.32  0.670
C 4.42 4.16 1.52  -0.975
C 3.32 4.33 2.24  -0.906
N 3.63 4.71 3.55  0.359
C 4.98 4.91 3.60  -0.442
C 2.63 4.97 4.56  -0.849
H 7.05 2.52 3.08  0.191
H 8.03 3.85 3.62  0.463
H 8.45 3.07 2.09  0.380
H 6.92 4.40 0.91  0.392
H 7.35 5.48 2.08  0.330
H 4.51 3.78 0.51  0.832
H 2.30 4.18 1.95  0.743
H 5.48 5.30 4.47  0.459
H 1.67 4.49 4.35  0.272
H 2.64 6.06 4.59  0.386
H 2.92 4.49 5.49  0.345
C -1.92 2.12 -4.16  -1.203
C -2.51 2.58 -2.77  -0.070
C -2.04 3.96 -2.24  0.304
C -2.60 4.05 -0.83  -1.649
N -2.11 5.25 0.10  0.846
C -2.22 6.58 -0.63  -0.815
C -2.81 7.62 0.42  -0.426
C -3.79 6.72 1.12  -0.746
C -3.18 5.38 1.26  -0.360
C -0.70 5.01 0.67  -1.185
H -2.10 1.07 -4.42  0.072
H -0.84 2.19 -4.26  0.264
H -2.38 2.68 -4.97  0.464
H -2.43 1.79 -2.02  0.168
H -3.60 2.60 -2.87  0.152
H -2.38 4.72 -2.93  0.494
H -0.96 3.98 -2.06  -0.110
H -2.29 3.19 -0.24  0.656
H -3.68 3.97 -0.94  0.380
H -1.27 6.80 -1.12  0.338
H -2.87 6.39 -1.48  0.439
H -2.07 7.72 1.21  0.235
H -3.37 8.47 0.02  0.406
H -4.20 7.17 2.02  0.411
H -4.73 6.58 0.59  0.375
H -2.58 5.28 2.16  0.340
H -3.98 4.64 1.19  0.235
H -0.40 5.95 1.14  0.433
H 0.04 4.67 -0.06  0.085
H -0.76 4.23 1.43  0.375
C -2.01 -12.65 -2.27  -1.121
C -1.04 -12.52 -1.15  -0.755
C -0.80 -11.10 -0.63  -0.586
C -2.04 -10.36 -0.19  -0.560
N -1.82 -8.85 -0.01  0.227
C -1.61 -8.08 -1.33  -0.687
C -2.57 -6.78 -1.38  -0.754
C -3.09 -6.69 0.09  0.022
C -3.12 -8.18 0.53  -0.990
C -0.58 -8.56 0.89  -0.975
H -2.16 -13.72 -2.44  0.374
H -1.50 -12.25 -3.15  0.305
H -2.95 -12.11 -2.20  0.280
H -0.06 -12.91 -1.44  0.388
H -1.30 -13.24 -0.37  0.411
H -0.24 -10.48 -1.33  0.458
H -0.13 -11.22 0.22  0.379
H -2.31 -10.62 0.83  0.344
H -2.91 -10.34 -0.86  0.393
H -0.55 -7.94 -1.55  0.467
H -1.88 -8.76 -2.14  0.403
H -2.04 -5.88 -1.67  0.123
H -3.39 -6.95 -2.09  0.440
H -2.35 -6.09 0.62  0.007
H -3.96 -6.05 0.06  0.454
H -3.18 -8.31 1.62  0.455
H -3.99 -8.66 0.08  0.384
H 0.35 -8.91 0.43  0.382
H -0.73 -9.00 1.88  0.363
H -0.48 -7.48 0.97  0.346
C 1.89 3.03 -2.26  -0.282
C 2.62 1.77 -2.09  -0.208
C 1.52 0.69 -1.74  0.283
C 2.21 -0.69 -1.50  -0.793
N 1.33 -1.84 -0.85  0.753
C 0.12 -2.23 -1.88  -0.814
C -1.21 -2.20 -0.98  1.122
C -0.84 -1.21 0.07  0.891
C 0.61 -1.46 0.41  -0.165
C 2.08 -3.18 -0.68  -1.059
H 1.20 3.00 -3.10  0.362
H 2.61 3.84 -2.37  0.332
H 1.25 3.33 -1.43  -0.372
H 3.46 1.71 -1.39  -0.179
H 3.07 1.47 -3.03  0.431
H 0.69 0.38 -2.38  -0.024
H 0.91 1.01 -0.90  0.027
H 3.00 -0.61 -0.75  -0.063
H 2.52 -1.19 -2.42  0.517
H 0.37 -3.13 -2.45  0.432
H -0.08 -1.46 -2.62  0.136
H -1.54 -3.16 -0.57  -0.391
H -2.07 -1.89 -1.57  -0.325
H -1.44 -1.50 0.94  0.070
H -1.02 -0.18 -0.22  -0.515
H 0.78 -2.29 1.10  0.508
H 1.15 -0.71 0.99  -0.824
H 2.95 -2.92 -0.08  0.228
H 2.40 -3.65 -1.61  0.372
H 1.46 -3.86 -0.10  0.361
C -5.94 -4.73 2.23  -0.786
N -4.99 -3.62 2.79  -0.047
C -4.03 -4.30 3.78  -0.789
C -3.98 -3.19 1.62  -1.163
C -5.83 -2.41 3.37  -0.575
C -6.59 -1.63 2.27  -0.654
O -5.66 -0.68 1.70  -0.387
H -6.55 -4.52 1.35  0.357
H -6.67 -4.85 3.03  0.459
H -5.38 -5.59 1.87  0.226
H -3.43 -3.44 4.07  0.445
H -3.34 -4.99 3.29  0.219
H -4.66 -4.71 4.57  0.402
H -4.50 -2.73 0.79  0.284
H -3.34 -3.99 1.24  0.254
H -3.41 -2.38 2.09  0.704
H -5.17 -1.83 4.00  0.366
H -6.48 -2.84 4.13  0.513
H -7.52 -1.25 2.69  0.633
H -7.12 -2.27 1.56  0.284
H -6.10 0.17 1.75  0.249
C 4.72 9.55 -1.18  -0.950
N 4.55 8.06 -0.79  0.122
C 3.38 8.07 0.21  -0.944
C 4.10 7.30 -2.07  -1.180
C 5.92 7.49 -0.25  -0.003
C 6.63 8.16 0.90  -0.756
O 5.71 8.19 1.93  -0.502
H 4.71 10.26 -0.35  0.408
H 3.85 9.73 -1.81  0.438
H 5.62 9.71 -1.78  0.384
H 3.41 7.04 0.55  0.362
H 2.44 8.20 -0.33  0.456
H 3.51 8.80 1.01  0.361
H 4.80 7.60 -2.85  0.428
H 3.12 7.71 -2.29  0.421
H 3.87 6.25 -1.89  0.495
H 6.60 7.30 -1.08  0.379
H 5.64 6.47 -0.01  -0.099
H 6.78 9.18 0.54  0.470
H 7.56 7.71 1.22  0.439
H 5.52 9.09 2.20  0.351
Br 0.79 1.51 2.46  -0.671
Br 5.23 -2.27 -1.90  -0.720

Values from the calculation:
Lowest unoccupied orbital energy   -10.6 eV
Total charge   +6
E_HOMO   -15.956 eV
F_max   5.3 eV/Å
Total energy   -219503.8911 eV
Relative energy (zero: lowest compared OMol25 entry of this formula, charge and spin)   124.2 kcal per mole